A molecular structure, C21H23IN5O2S4SbW in a non-equilibrium geometry. Source: the Open Molecules 2025 dataset; level of theory: wB97M-V/def2-TZVPD.

Structure (ORCA input):
```
! RIJCOSX wB97M-V def2-TZVPD def2/J DEFGRID3
* xyz -2 3
W 0.874 -0.861 -0.436
C -2.343 0.187 3.041
C -3.634 -0.075 2.540
C -3.748 -0.420 1.229
C -2.614 -0.517 0.369
N -1.337 -0.302 0.888
C -1.281 0.043 2.178
C -2.810 -0.807 -1.013
C -4.074 -1.196 -1.558
C -4.233 -1.331 -2.908
C -3.141 -1.069 -3.757
C -1.934 -0.768 -3.148
N -1.740 -0.680 -1.839
H -2.166 0.455 4.074
H -4.511 -0.008 3.174
H -4.728 -0.607 0.820
H -0.297 0.195 2.579
H -4.904 -1.419 -0.905
H -5.187 -1.644 -3.316
H -3.216 -1.125 -4.835
H -1.057 -0.588 -3.765
S 2.450 -5.151 0.230
Sb 0.909 -3.767 1.202
S -0.731 -2.986 -0.278
S 1.375 -1.597 2.118
S -0.048 -4.782 3.027
C 0.999 4.060 2.722
C 1.972 2.887 2.897
C 3.404 3.314 2.564
C 1.879 2.304 4.311
C 1.570 1.834 1.948
N 1.247 1.016 1.222
H 1.243 4.847 3.440
H -0.028 3.731 2.891
H 1.064 4.459 1.708
H 3.709 4.115 3.243
H 3.465 3.672 1.536
H 4.093 2.475 2.675
H 2.228 3.045 5.034
H 2.489 1.405 4.401
H 0.849 2.036 4.550
C -0.008 1.238 -1.065
H -0.509 1.220 -2.020
H -0.675 1.687 -0.340
I 1.336 2.950 -1.497
C 1.141 -0.825 -2.627
C 1.582 -0.445 -3.879
C 1.867 -1.460 -4.780
C 1.748 -2.799 -4.392
C 1.321 -3.086 -3.105
N 1.010 -2.077 -2.310
H 1.700 0.600 -4.137
H 2.199 -1.213 -5.782
H 1.997 -3.609 -5.066
H 1.229 -4.088 -2.702
O 2.585 0.198 -0.785
N 2.849 -0.745 0.133
O 2.572 -1.925 -0.501
*
```

## Properties
HOMO level (spin up / spin down)	0.21 / -1.61	eV
energy relative to the best compared isomer or geometry (same formula, charge and spin)	8.046	eV



A molecular structure, C26H70AgN5O9 in a non-equilibrium geometry. Source: the Open Molecules 2025 dataset; level of theory: wB97M-V/def2-TZVPD.

Structure (ORCA input):
```
! RIJCOSX wB97M-V def2-TZVPD def2/J DEFGRID3
* xyz 1 2
Ag 2.938 -0.298 -1.560
C -1.256 0.035 -0.669
C 0.173 -0.163 -1.091
O 0.798 -1.184 -0.672
O 0.736 0.659 -1.860
H -1.808 0.428 -1.521
H -1.293 0.825 0.090
H -1.695 -0.836 -0.198
C 3.117 1.719 2.425
C 2.846 1.396 0.961
C 3.654 2.274 0.050
O 3.188 2.071 -1.275
C 3.706 3.039 -2.185
N 3.202 -0.028 0.656
H 2.739 0.964 3.111
H 2.699 2.702 2.654
H 4.192 1.826 2.618
H 1.774 1.458 0.770
H 4.711 2.000 0.164
H 3.513 3.317 0.337
H 3.720 4.032 -1.738
H 3.047 3.031 -3.052
H 4.711 2.770 -2.521
H 4.103 -0.258 1.087
H 2.605 -0.640 1.219
C -0.872 3.739 0.558
C -0.167 4.538 -0.534
C 1.017 5.269 0.070
O 0.668 6.203 1.070
C 0.305 7.471 0.595
N 0.277 3.612 -1.586
H -1.789 3.314 0.135
H -1.251 4.403 1.335
H -0.241 2.940 0.951
H -0.922 5.227 -0.925
H 1.644 5.781 -0.679
H 1.676 4.534 0.553
H -0.774 7.581 0.448
H 0.811 7.721 -0.348
H 0.630 8.223 1.317
H 1.219 3.842 -1.879
H 0.317 2.645 -1.278
C -1.521 -0.016 2.964
C -2.014 -0.355 4.366
C -0.918 -0.530 5.385
O -0.072 -1.609 5.057
C 0.818 -1.905 6.105
N -2.891 0.729 4.840
H -1.003 -0.871 2.525
H -0.943 0.909 2.974
H -2.384 0.066 2.290
H -2.570 -1.299 4.265
H -1.442 -0.817 6.317
H -0.381 0.399 5.606
H 1.593 -2.555 5.697
H 0.313 -2.420 6.929
H 1.316 -1.008 6.493
H -3.630 0.842 4.157
H -3.314 0.476 5.725
C 1.068 -2.860 2.063
C 0.441 -4.002 1.283
C -1.080 -3.981 1.329
O -1.510 -4.407 2.589
C -2.914 -4.374 2.726
N 0.895 -3.937 -0.132
H 2.154 -2.960 1.971
H 0.797 -3.015 3.110
H 0.711 -1.872 1.784
H 0.751 -4.959 1.708
H -1.489 -4.625 0.532
H -1.469 -2.960 1.151
H -3.125 -4.629 3.762
H -3.412 -5.071 2.046
H -3.319 -3.367 2.546
H 0.721 -2.983 -0.451
H 0.263 -4.507 -0.690
C 3.675 -4.415 -2.991
C 3.330 -2.942 -2.842
C 2.080 -2.532 -3.570
O 2.103 -1.140 -3.719
C 1.065 -0.642 -4.559
N 3.311 -2.503 -1.419
H 4.024 -4.695 -3.981
H 2.801 -5.030 -2.735
H 4.413 -4.771 -2.266
H 4.116 -2.346 -3.328
H 1.149 -2.860 -3.078
H 2.042 -3.066 -4.531
H 1.199 -1.048 -5.563
H 1.108 0.442 -4.539
H 0.079 -0.921 -4.173
H 2.548 -3.028 -0.942
H 4.150 -2.873 -0.975
C -4.022 -2.211 -1.304
C -4.503 -0.969 -0.555
O -5.919 -0.915 -0.480
H -4.747 -3.020 -1.172
H -3.016 -2.509 -1.024
H -4.105 -2.065 -2.389
H -4.094 -0.080 -1.042
H -4.119 -1.005 0.469
H -6.263 -0.275 -1.107
C -3.027 1.793 -4.066
C -4.053 1.111 -4.946
O -4.066 1.620 -6.275
H -3.115 1.434 -3.038
H -3.199 2.872 -4.041
H -1.987 1.649 -4.370
H -5.043 1.266 -4.521
H -3.842 0.040 -5.048
H -3.184 1.928 -6.502
*
```

## Properties
HOMO level (spin up / spin down)	-11.04 / -11.04	eV
energy relative to the best compared isomer or geometry (same formula, charge and spin)	0.000	eV



A single C2H4N4 molecule in a non-equilibrium geometry. Source: the Open Molecules 2025 dataset; level of theory: wB97M-V/def2-TZVPD.

Structure (ORCA input):
```
! RIJCOSX wB97M-V def2-TZVPD def2/J DEFGRID3
* xyz 0 1
H -1.100 1.890 -0.113
N -0.181 1.435 0.031
C -0.317 0.180 0.038
N -1.489 -0.522 -0.159
N 0.793 -0.619 0.095
C 1.978 -0.027 0.120
N 3.157 0.180 -0.108
H -2.266 0.053 -0.117
H -1.473 -1.188 0.728
H 0.896 -1.381 -0.514
*
```

## Properties
HOMO level	-10.00	eV
energy relative to the best compared isomer or geometry (same formula, charge and spin)	1.479	eV
SMILES string	[H]/N=C(\N)NC#N